The following is a quantum chemistry calculation of one molecule with the formula C3H8INO5P2S, from the Open Molecules 2025 dataset.

Values from the calculation:
Kohn-Sham gap   8.00 eV
Energy relative to the best compared isomer or geometry (same formula, charge and spin)   456.9 kJ/mol
LUMO level   -1.075 eV
F_max   9.36 eV Å⁻¹
DFT total energy   -1928.59437 a.u.
M   359.0 u
Highest occupied orbital energy   -9.1 eV

Last column: Mulliken charge in e.
Cartesian coordinates (Å):
N  -2.03  -1.12  -1.70  -0.48
C  -1.35  -1.39  -0.37  -0.39
O  -1.26  -0.22  0.53  -0.25
P  -0.21  1.02  -0.09  1.06
O  -0.92  1.87  -1.26  -0.66
O  0.03  2.18  1.23  -0.35
C  0.07  1.48  2.53  -0.22
C  1.23  0.34  2.66  0.19
O  2.50  0.65  2.29  -0.45
I  0.94  -1.73  3.35  0.07
O  1.38  0.49  -0.55  -0.18
P  1.43  -0.15  -2.17  0.15
S  3.35  -0.48  -2.56  -0.37
H  -1.42  -1.32  -2.52  0.28
H  -2.47  -0.17  -1.74  0.31
H  -2.03  -2.18  0.19  0.22
H  -0.30  -1.94  -0.52  0.29
H  0.32  2.31  3.35  0.31
H  -0.99  1.04  2.87  0.28
H  0.78  -1.43  -2.34  0.06
H  0.97  0.77  -3.20  0.15